Formula: C2H10N2O
Source: OMol25
Level of theory: ωB97M-V/def2-TZVPD

```
! wB97M-V def2-TZVPD RIJCOSX def2/J DEFGRID3
* xyz 0 1
H -1.10 1.20 0.33
N -0.91 0.21 0.25
H -0.07 -0.71 1.91
C 1.39 1.01 -1.12
H -1.41 -1.62 1.17
C -1.06 -0.63 1.45
H -0.84 -0.25 -0.70
H -2.57 0.27 -0.13
H -1.78 -0.20 2.14
H 2.44 0.97 -1.41
H 1.21 1.98 -0.64
N 1.10 -0.03 -0.16
O 1.25 -1.26 -0.86
H 0.77 0.94 -2.03
H 1.58 -1.87 -0.19
*
```

- HOMO-LUMO gap (spin up / spin down) (Eh) = 0.297 / 0.277
- LUMO level (spin up / spin down) (eV) = 0.63 / 0.84

=====

Formula: C2H6N2O2
Source: OMol25
Level of theory: ωB97M-V/def2-TZVPD

```
! wB97M-V def2-TZVPD RIJCOSX def2/J DEFGRID3
* xyz 0 1
H 0.10 -2.14 0.77
C -0.26 -1.96 -0.33
H -0.52 -2.77 -0.94
O 1.50 0.89 -1.10
N 0.75 0.03 -0.80
N 0.68 -1.14 -0.98
H -1.18 2.22 0.89
C -0.16 1.82 0.73
H 0.41 2.52 0.12
H 0.45 1.52 1.66
O -0.44 0.57 0.17
H -1.33 -1.56 -0.19
*
```

- SMILES = C/N=[N+](/[O-])OC
- HOMO-LUMO gap (Eh) = 0.410
- LUMO level (eV) = 0.87

=====

Formula: C11H21N2O6PtS2
Source: OMol25
Level of theory: ωB97M-V/def2-TZVPD

```
! wB97M-V def2-TZVPD RIJCOSX def2/J DEFGRID3
* xyz 1 1
O 0.25 -0.59 1.82
C 2.24 4.22 -0.15
H 3.14 4.52 1.84
H 0.65 2.05 -3.96
C 0.13 1.18 -4.36
H 0.67 -3.09 -4.25
H -0.82 2.23 -5.97
N 2.51 2.86 -0.64
H 0.83 0.59 -4.94
O -1.30 1.61 0.61
H -1.01 -1.97 -2.80
H 2.67 2.11 2.37
C -1.59 1.13 1.66
C -1.11 1.57 -5.16
C 2.60 1.97 0.34
S 3.03 0.32 0.13
O -1.03 -1.06 -0.45
Pt 0.76 -0.09 -0.15
O -2.72 1.39 2.33
H 2.73 2.61 -1.59
O -2.16 -2.75 0.49
N 2.40 2.57 1.52
H 3.00 4.91 -0.50
H -3.25 2.02 1.81
H 1.38 4.39 1.86
H 1.27 4.56 -0.49
C 2.29 4.03 1.38
C -0.47 -1.42 -3.58
H -1.60 0.70 -5.60
H -1.41 -0.49 3.04
H 1.52 -2.08 -3.08
O 1.04 0.24 -2.12
H 0.68 -2.52 1.30
H -0.61 -2.37 2.53
S -0.32 0.24 -2.90
C 0.85 -2.06 -3.94
C -0.21 -1.97 1.60
C -1.25 -1.97 0.47
H 1.35 -1.55 -4.76
H -1.84 2.09 -4.54
H -1.14 -1.31 -4.43
H -0.22 0.80 3.25
C -0.74 0.19 2.51
*
```

- HOMO-LUMO gap (Eh) = 0.331
- LUMO level (eV) = -2.76

=====

Formula: C24H31N4O3W
Source: OMol25
Level of theory: ωB97M-V/def2-TZVPD

```
! wB97M-V def2-TZVPD RIJCOSX def2/J DEFGRID3
* xyz 3 1
C 0.25 -1.80 -1.84
N -2.99 2.83 2.45
H 2.20 -1.00 0.55
H -2.89 2.46 3.38
H -2.64 3.90 -0.01
C -2.35 -1.27 1.77
H 2.84 2.49 1.92
W -0.31 0.56 0.16
H 0.88 -2.61 -2.20
C 1.16 1.09 2.94
N 1.24 1.28 1.47
N -0.86 -1.13 1.73
C -1.15 -2.14 -3.84
H 1.64 -2.80 2.01
H -2.74 -1.55 0.80
H 4.12 3.88 0.52
C -0.42 -2.53 1.33
C 2.21 2.10 1.11
C 3.93 3.92 -1.62
H -2.49 -2.41 -5.48
C 2.23 2.46 -2.59
H -2.82 -0.34 2.09
H -3.65 3.59 2.32
H -0.98 -2.78 0.43
H 2.38 -2.32 -0.59
C 2.55 2.56 -0.18
H -0.38 -2.79 -4.24
C -3.14 -0.49 -2.75
C -2.29 2.37 1.45
H -2.61 -2.04 2.50
O -1.71 -0.06 -0.90
C -0.44 -0.88 3.15
C -2.39 2.84 0.05
C -3.32 -1.12 -3.98
H -3.91 0.13 -2.32
N 0.57 -1.24 -0.73
H 2.08 1.46 3.38
O 0.96 1.12 -1.10
C 1.67 -1.82 0.07
H -3.20 2.29 -0.42
H 1.11 -3.81 0.70
H -0.28 3.20 -0.25
H -0.57 -1.82 3.69
H 1.74 -0.98 2.91
C 3.25 3.40 -2.73
H 1.72 2.05 -3.45
C -0.93 -1.50 -2.61
C -1.94 -0.68 -2.09
H 4.72 4.64 -1.76
H -0.78 -3.20 2.11
C 1.89 2.07 -1.31
C 3.60 3.50 -0.35
H 0.34 1.70 3.32
C 1.06 -2.79 1.09
C -1.05 2.49 -0.56
O -1.45 1.41 1.65
H -1.08 2.47 -1.65
C -2.33 -1.93 -4.53
C 0.97 -0.35 3.36
H -4.25 -0.97 -4.51
H -1.14 -0.17 3.57
H 3.52 3.73 -3.72
H 1.15 -0.39 4.44
*
```

- HOMO-LUMO gap (Eh) = 0.247
- LUMO level (eV) = -10.86

=====

Formula: C16H48O16
Source: OMol25
Level of theory: ωB97M-V/def2-TZVPD

```
! wB97M-V def2-TZVPD RIJCOSX def2/J DEFGRID3
* xyz -1 2
C 11.90 -8.08 -0.02
H 12.21 -6.22 -0.90
C 6.66 -9.82 -1.28
H 7.27 -9.89 2.25
H 3.21 -12.00 5.81
H 8.63 -7.94 2.18
H 2.19 -6.21 4.54
H 7.97 -8.87 0.22
C 6.67 -6.28 5.79
H 3.28 -10.34 4.19
O 9.35 -4.95 3.68
H 11.06 -5.22 3.16
C 3.68 -11.04 6.01
H 5.16 -11.73 8.75
O 8.63 -8.19 -1.56
H 12.30 -8.04 1.00
C 8.01 -9.24 -0.81
H 8.05 -5.09 7.13
H 12.50 -3.05 3.36
H 2.97 -14.07 2.81
C 8.25 -8.74 3.81
H 9.50 -5.82 3.30
H 5.67 -13.85 2.28
H 5.81 -5.72 6.17
O 4.05 -10.65 4.67
H 12.55 -8.47 -0.80
H 10.16 -8.93 -0.44
C 1.88 -7.97 3.27
O 12.14 -2.85 4.23
H 3.03 -10.30 6.47
O 10.90 -9.10 0.15
H 3.64 -8.32 5.40
O 2.30 -9.32 3.32
O 8.42 -7.60 3.05
H 1.83 -7.53 2.27
O 5.06 -12.18 2.46
H 10.56 -2.18 3.43
H 7.91 -8.55 4.83
H 6.22 -10.23 -0.37
H 9.14 -9.32 4.08
H 7.05 -6.00 4.81
H 3.01 -15.88 3.76
H 6.77 -7.47 7.67
H 8.06 -7.43 -1.52
H 3.45 -13.77 4.49
H 5.78 -13.27 4.03
H 9.77 -6.34 0.53
O 5.85 -9.08 3.38
O 6.09 -7.49 5.82
H 10.10 -4.03 2.14
C 11.39 -6.77 -0.44
C 3.79 -14.14 3.52
H 5.56 -10.31 6.93
C 7.11 -9.70 3.31
C 2.64 -7.18 4.34
H 2.05 -9.71 2.48
H 4.66 -11.56 3.08
H 8.75 -6.63 6.68
H 5.26 -9.70 3.80
H 8.68 -10.09 -0.87
H 10.02 -2.87 4.86
C 10.72 -3.06 4.05
O 6.86 -10.84 -2.26
O 4.47 -11.25 8.29
C 4.90 -11.18 6.95
O 10.70 -6.17 0.68
H 7.08 -10.64 3.86
C 7.81 -6.13 6.92
O 3.91 -15.55 3.80
C 10.43 -4.32 3.14
H 0.89 -7.80 3.69
O 7.32 -6.77 8.04
H 7.24 -10.47 -3.06
H 3.58 -6.86 3.90
O 2.85 -7.81 5.59
H 5.55 -12.01 6.69
C 5.19 -13.33 3.11
H 10.87 -6.87 -1.39
H 6.29 -7.70 4.90
H 6.14 -8.96 -1.71
*
```

- ⟨S²⟩ = 0.75
- HOMO-LUMO gap (spin up / spin down) (Eh) = 0.069 / 0.336
- LUMO level (spin up / spin down) (eV) = 2.03 / 2.02

=====

Formula: C18H55N13O10
Source: OMol25
Level of theory: ωB97M-V/def2-TZVPD

```
! wB97M-V def2-TZVPD RIJCOSX def2/J DEFGRID3
* xyz 0 1
H 7.68 8.65 12.73
H 12.24 16.57 7.22
H 7.52 9.96 9.05
H 7.66 8.87 7.81
C 14.16 11.70 5.10
N 10.91 13.36 8.33
O 11.25 8.22 8.53
O 8.00 14.11 8.47
H 17.42 16.78 8.32
C 11.29 12.14 8.04
H 17.60 14.61 9.28
N 10.42 11.14 8.12
C 16.47 10.01 9.35
C 8.67 13.34 11.37
C 12.29 8.23 9.14
N 12.31 16.09 8.11
H 14.42 18.11 9.10
H 15.88 12.97 11.75
H 12.86 10.25 8.83
H 15.08 18.54 10.76
C 16.04 14.04 11.55
H 15.83 10.60 7.48
H 7.33 16.07 6.14
H 17.76 16.03 11.03
H 6.07 9.50 8.21
C 16.76 14.74 8.58
H 9.28 12.96 12.18
H 16.55 16.88 11.95
H 10.49 16.10 10.92
H 7.74 12.52 9.87
N 15.93 9.78 8.05
H 17.82 11.37 8.61
N 10.40 10.28 11.74
N 17.48 10.92 9.45
C 15.33 18.14 9.74
H 11.62 13.99 7.96
H 13.35 7.17 10.62
N 12.79 7.08 9.81
H 15.81 12.90 9.07
O 14.78 12.18 6.34
H 9.50 11.22 8.49
H 7.86 10.29 12.09
O 16.08 9.40 10.35
H 18.03 10.92 10.28
H 17.00 14.26 11.12
H 14.14 10.63 5.24
C 15.94 16.76 9.85
C 15.54 13.96 9.04
H 17.05 14.35 7.57
H 10.85 10.27 8.14
H 12.10 15.43 10.71
H 7.80 13.86 11.79
N 8.27 9.40 12.37
N 12.95 9.37 9.35
H 15.99 18.88 9.32
O 7.30 10.85 7.19
H 13.24 16.01 8.53
N 7.55 15.80 7.07
O 12.48 11.83 7.90
C 9.65 9.24 12.31
C 13.70 13.76 10.71
C 7.10 9.77 8.07
H 15.85 14.68 12.37
N 14.81 15.87 10.24
O 10.21 16.89 8.56
C 15.05 14.43 10.41
H 17.45 17.83 10.85
H 13.99 12.37 6.92
H 11.30 10.09 11.38
C 16.48 16.26 8.54
O 10.18 8.30 12.88
H 13.69 16.96 11.23
H 14.75 12.05 4.25
C 17.04 16.85 10.98
H 9.94 13.62 8.30
N 11.38 16.08 10.40
C 11.20 16.37 9.00
H 5.99 13.92 6.14
H 13.81 9.27 9.88
H 14.80 14.08 8.23
H 8.17 16.31 7.70
H 13.72 12.68 10.85
C 7.50 14.53 7.42
O 8.18 12.19 10.69
H 15.05 9.26 8.06
H 13.25 14.23 11.60
H 13.12 12.01 5.05
H 9.22 13.98 10.67
H 6.79 12.73 7.08
N 6.88 13.63 6.63
H 13.05 13.83 9.82
O 14.34 16.34 11.51
H 10.00 10.93 11.06
H 12.05 6.40 9.85
H 7.90 10.58 6.49
H 15.77 16.41 7.70
*
```

- SMILES = CC1(C)CCCC(C)(C)N1O.NC(N)=O.NC(N)=O.NC(N)=O.NC(N)=O.NC(N)=O.NC(N)=O.CO.CO.CO
- HOMO-LUMO gap (Eh) = 0.350
- LUMO level (eV) = 0.36